[1]
The following is a quantum chemistry calculation of one molecule with the formula C3H5NO2S, from the OMol25 dataset.

Each line ends with the natural charge from an NBO analysis.
Positions of all 12 atoms, in Å:
C (0.850, -0.428, -0.001)  -0.381
C (1.676, 0.682, 0.443)  -0.341
C (-0.648, -0.364, -0.018)  -0.609
N (2.938, 0.826, -0.237)  0.438
O (3.443, 1.929, -0.216)  -0.462
O (3.345, -0.139, -0.832)  -0.487
S (1.563, -0.640, 1.650)  0.578
H (1.172, -1.020, -0.918)  0.302
H (1.319, 1.782, 0.732)  0.283
H (-0.843, 0.498, 0.682)  0.216
H (-1.135, -1.306, 0.273)  0.230
H (-0.865, -0.313, -1.022)  0.234

Cartesian forces (eV/Å) of the 2 atoms listed first:
C -0.24 -1.84 -0.98
C 0.77 5.56 -2.28

Computed properties:
E_HOMO (spin up / spin down) = -5.78 / -9.91 eV
Strongest force on any atom = 6.1 eV/A
Energy relative to the best compared isomer or geometry (same formula, charge and spin) = 84.18 kcal/mol
Electronic energy = -720.4440 Ha
HOMO-LUMO gap (spin up / spin down) = 6.19 / 6.03 eV
Expectation value of S² = 2.01
Multiplicity = 3
E_LUMO (spin up / spin down) = 0.0150 / -0.1426 hartree

---

[2]
The following is a quantum chemistry calculation of C4H9NO2S as an isolated structure, from the OMol25 dataset.

Each line ends with the natural charge from an NBO analysis.
Positions of all 17 atoms, in Å:
C (0.803, -0.727, 0.578)  -0.691
C (-0.504, 0.248, 0.631)  0.143
C (0.471, 1.003, -0.027)  -0.086
S (3.639, 0.249, -0.179)  -0.783
N (-0.974, 0.343, 1.819)  -0.491
C (-1.724, -0.577, -0.594)  0.505
O (-2.493, 0.522, -0.933)  -0.691
O (-1.072, -1.088, -1.492)  -0.569
H (0.386, -1.511, 1.210)  0.340
H (1.153, -1.114, -0.368)  0.294
H (1.719, -0.368, 1.088)  0.336
H (-1.609, 1.132, 1.944)  0.370
H (1.089, 1.576, 0.644)  0.286
H (0.628, 0.954, -1.093)  0.273
H (3.089, 0.054, -1.386)  0.084
H (-2.268, -1.279, 0.048)  0.182
H (-2.334, 0.582, -1.889)  0.496

Cartesian forces (eV/Å) of the 2 atoms listed first:
C 1.48 0.11 -0.72
C 1.28 1.64 3.14

Computed properties:
E_HOMO = -7.13 eV
Strongest force on any atom = 4.8 eV/A
Energy relative to the best compared isomer or geometry (same formula, charge and spin) = 202.14 kcal/mol
Electronic energy = -760.9413 Ha
HOMO-LUMO gap = 3.91 eV
E_LUMO = -0.1183 hartree

---

[3]
The following is a quantum chemistry calculation of one molecule with the formula C4H8N2O, from the OMol25 dataset.

Each line ends with the natural charge from an NBO analysis.
Positions of all 15 atoms, in Å:
C (0.691, -0.437, 0.788)  -0.267
C (0.716, 0.167, -0.643)  -0.095
C (-0.720, -1.258, -1.851)  -0.108
C (-1.305, 0.955, 1.357)  0.116
N (-0.216, 1.568, 2.010)  -0.478
N (-0.238, 0.150, 1.710)  -0.293
O (-0.479, -0.035, -1.344)  -0.498
H (0.406, -1.491, 0.710)  0.219
H (1.695, -0.377, 1.223)  0.211
H (0.852, 1.253, -0.607)  0.186
H (1.569, -0.277, -1.169)  0.186
H (-0.031, -2.067, -1.712)  0.148
H (-1.711, -1.405, -2.226)  0.169
H (-1.641, 1.136, 0.344)  0.176
H (0.411, 2.118, 1.409)  0.327

Cartesian forces (eV/Å) of the 2 atoms listed first:
C -0.02 0.23 -1.17
C 0.66 -0.16 0.86

Computed properties:
E_HOMO (spin up / spin down) = -7.46 / -8.05 eV
Strongest force on any atom = 1.5 eV/A
Energy relative to the best compared isomer or geometry (same formula, charge and spin) = 178.41 kcal/mol
Electronic energy = -341.7193 Ha
HOMO-LUMO gap (spin up / spin down) = 7.91 / 8.67 eV
E_LUMO (spin up / spin down) = 0.0165 / 0.0226 hartree

---

[4]
The following is a quantum chemistry calculation of C17H40B3IO8 as an isolated structure, from the OMol25 dataset.

Each line ends with the natural charge from an NBO analysis.
Positions of all 69 atoms, in Å:
C (-2.557, 3.684, -4.768)  -0.623
C (-1.111, 4.168, -4.947)  -0.418
C (-0.084, 3.497, -4.017)  -0.635
I (-0.022, 1.341, -4.289)  0.080
B (-0.299, 3.790, -2.485)  1.121
O (-1.489, 4.290, -1.959)  -0.887
B (-1.178, 5.364, -1.111)  0.967
O (-0.276, 5.125, -0.104)  -0.866
B (0.173, 3.833, -0.342)  1.221
C (0.016, 2.641, 0.679)  -0.907
C (-1.287, 1.956, 0.306)  0.810
O (-2.314, 2.341, 0.682)  -0.567
O (-1.259, 0.900, -0.522)  -0.668
O (0.739, 3.590, -1.597)  -0.884
H (-3.106, 3.605, -5.703)  0.215
H (-3.100, 4.402, -4.154)  0.217
H (-2.597, 2.743, -4.222)  0.217
H (-1.028, 5.251, -4.838)  0.214
H (-0.783, 3.960, -5.968)  0.208
H (0.893, 3.858, -4.332)  0.252
H (-1.667, 6.425, -1.297)  -0.091
H (0.856, 1.943, 0.671)  0.264
H (-0.094, 3.015, 1.694)  0.272
H (-0.349, 0.709, -0.796)  0.488
C (2.951, -2.296, 1.066)  -0.654
C (2.931, -0.906, 0.455)  -0.059
O (3.023, 0.140, 1.408)  -0.546
C (4.204, 0.171, 2.189)  -0.063
C (5.471, 0.361, 1.371)  -0.645
H (2.198, -2.381, 1.851)  0.210
H (2.753, -3.049, 0.301)  0.237
H (3.920, -2.524, 1.512)  0.202
H (1.979, -0.759, -0.059)  0.172
H (3.715, -0.802, -0.304)  0.164
H (4.273, -0.726, 2.814)  0.163
H (4.089, 1.016, 2.868)  0.186
H (5.678, -0.506, 0.741)  0.204
H (6.328, 0.504, 2.030)  0.217
H (5.379, 1.229, 0.717)  0.212
C (3.745, -7.381, -0.224)  -0.645
C (2.710, -6.292, -0.452)  -0.064
O (3.199, -5.190, -1.195)  -0.542
C (3.639, -5.468, -2.512)  -0.063
C (2.548, -6.014, -3.418)  -0.645
H (4.657, -6.960, 0.203)  0.213
H (3.353, -8.138, 0.456)  0.217
H (4.017, -7.880, -1.155)  0.202
H (2.402, -5.887, 0.513)  0.187
H (1.809, -6.701, -0.921)  0.162
H (4.503, -6.141, -2.492)  0.161
H (3.993, -4.518, -2.914)  0.186
H (2.226, -7.009, -3.107)  0.203
H (2.910, -6.088, -4.444)  0.217
H (1.673, -5.363, -3.398)  0.214
C (-3.837, 1.829, 3.465)  -0.651
C (-4.748, 0.631, 3.672)  -0.063
O (-5.509, 0.688, 4.868)  -0.538
C (-6.408, 1.775, 4.978)  -0.063
C (-7.481, 1.793, 3.902)  -0.645
H (-3.216, 1.995, 4.348)  0.204
H (-3.194, 1.671, 2.605)  0.239
H (-4.408, 2.742, 3.287)  0.200
H (-4.138, -0.270, 3.752)  0.183
H (-5.405, 0.487, 2.807)  0.160
H (-5.860, 2.724, 4.999)  0.159
H (-6.884, 1.669, 5.954)  0.183
H (-7.059, 1.990, 2.915)  0.205
H (-8.214, 2.573, 4.112)  0.213
H (-7.993, 0.830, 3.855)  0.211

Cartesian forces (eV/Å) of the 2 atoms listed first:
C -0.06 0.71 0.49
C 0.03 -0.95 -0.51

Computed properties:
E_HOMO = -9.31 eV
Strongest force on any atom = 3.9 eV/A
Electronic energy = -1646.1346 Ha
HOMO-LUMO gap = 9.41 eV
E_LUMO = 0.0038 hartree